# 1
ORCA calculation (ωB97M-V with the def2-TZVPD basis set) on a cluster of 9 separate species, C20H52N5O11S4 in total at a distorted geometry.

Computed properties:
HOMO   -7.0 eV
Kohn-Sham gap   8.79 eV
Total charge   -1

```
92
C20H52N5O11S4, DFT ωB97M-V with the def2-TZVPD basis set
N 0.2631 0.1295 -0.4432
O 0.4337 -0.8399 0.3374
O -0.8436 0.2880 -1.0048
O 1.2168 0.9190 -0.7036
C 0.9671 -0.6110 -4.1871
C 2.4209 -0.9962 -3.9194
O 3.1325 -1.4948 -4.8093
N 2.8943 -0.6907 -2.6736
C 4.1899 -0.9886 -2.2011
H 0.6622 0.1816 -3.4999
H 0.3115 -1.4691 -4.0797
H 0.9778 -0.2443 -5.2088
H 2.1782 -0.3669 -2.0353
H 4.6818 -1.7213 -2.8432
H 4.1724 -1.3571 -1.1760
H 4.9018 -0.1514 -2.2070
C -4.0820 1.7884 -0.6513
C -5.3360 2.3055 -1.2906
O -5.5901 3.5065 -1.3542
N -6.1428 1.3757 -1.8814
C -5.9380 -0.0536 -1.9247
H -3.3893 2.6181 -0.5055
H -3.5829 1.0523 -1.2817
H -4.1760 1.4222 0.3735
H -6.9121 1.7762 -2.3878
H -5.6197 -0.5221 -0.9915
H -5.1591 -0.3496 -2.6406
H -6.8717 -0.5266 -2.2209
C -0.7663 3.6843 -2.2017
C 0.5148 4.4661 -2.0736
O 0.5676 5.6684 -2.3236
N 1.5955 3.7900 -1.6157
C 2.9142 4.3702 -1.5277
H -0.6089 2.6236 -2.4097
H -1.4080 4.1195 -2.9583
H -1.2609 3.7111 -1.2294
H 1.5047 2.8706 -1.1970
H 3.3834 4.3138 -2.5141
H 3.4728 3.8295 -0.7739
H 2.8722 5.4359 -1.3019
C -2.1511 -3.0813 -2.4476
C -3.0297 -2.8875 -1.2561
O -4.0686 -3.5014 -1.0880
N -2.5824 -2.0037 -0.3525
C -3.3059 -1.6067 0.8198
H -1.4631 -3.9262 -2.3742
H -1.5177 -2.2037 -2.6190
H -2.7181 -3.2116 -3.3682
H -1.7360 -1.4721 -0.5356
H -2.6140 -1.0318 1.4328
H -3.6228 -2.4453 1.4416
H -4.2029 -1.0026 0.6619
C 0.2263 -2.0600 3.9008
S -1.0394 -1.0362 4.6689
O -2.2987 -1.4223 3.9752
C -1.0271 -1.9472 6.2299
H 0.3558 -1.7496 2.8586
H -0.1052 -3.0972 3.8139
H 1.1890 -2.0291 4.4119
H -2.0121 -1.8091 6.6830
H -0.2664 -1.6029 6.9261
H -0.9698 -3.0195 6.0435
C 2.1774 -3.3960 -0.5559
S 1.1290 -4.8417 -0.4134
O 2.0158 -5.9176 0.1163
C 0.1110 -4.2503 0.9472
H 3.0412 -3.6104 -1.1823
H 2.5706 -3.0820 0.4139
H 1.6347 -2.5502 -0.9733
H -0.8155 -4.8232 0.9748
H -0.1635 -3.2033 0.8021
H 0.6507 -4.3907 1.8828
C -0.7442 1.8524 2.3931
S -0.3938 3.5530 1.9437
O -1.1388 4.4551 2.8550
C 1.3608 3.5632 2.3772
H -0.6638 1.7091 3.4733
H -0.1559 1.1072 1.8688
H -1.7975 1.7305 2.1350
H 1.5010 3.4196 3.4518
H 1.6701 4.5897 2.1724
H 1.9252 2.8582 1.7781
C 3.3446 -0.2954 1.7959
S 4.7850 0.6904 2.2543
O 5.9512 -0.2307 2.2154
C 4.8048 1.6071 0.6844
H 3.6301 -1.0343 1.0508
H 2.5137 0.3119 1.4394
H 3.0034 -0.8375 2.6784
H 4.9778 0.8489 -0.0773
H 5.6296 2.3164 0.6521
H 3.8628 2.1345 0.5570
```

Partial atomic charges computed with the Mulliken method, in multiples of e: number 1, N, carries 0.031; number 2, O, carries 0.211; number 3, O, carries -0.563; number 4, O, carries -0.165; number 5, C, carries -0.400; number 6, C, carries 0.744; number 7, O, carries -0.724; number 8, N, carries 0.201; number 9, C, carries -1.161; number 10, H, carries -0.104; number 11, H, carries 0.021; number 12, H, carries 0.397; number 13, H, carries -0.059; number 14, H, carries 0.435; number 15, H, carries 0.257; number 16, H, carries 0.259; number 17, C, carries -0.497; number 18, C, carries 0.226; number 19, O, carries -0.691; number 20, N, carries -0.112; number 21, C, carries -0.738; number 22, H, carries 0.244; number 23, H, carries 0.204; number 24, H, carries 0.319; number 25, H, carries 0.243; number 26, H, carries 0.171; number 27, H, carries 0.260; number 28, H, carries 0.389; number 29, C, carries -0.334; number 30, C, carries 0.625; number 31, O, carries -0.719; number 32, N, carries 0.111; number 33, C, carries -0.963; number 34, H, carries -0.077; number 35, H, carries 0.422; number 36, H, carries -0.049; number 37, H, carries 0.233; number 38, H, carries 0.301; number 39, H, carries 0.200; number 40, H, carries 0.393; number 41, C, carries -0.734; number 42, C, carries 0.651; number 43, O, carries -0.734; number 44, N, carries 0.732; number 45, C, carries -0.785; number 46, H, carries 0.221; number 47, H, carries -0.053; number 48, H, carries 0.382; number 49, H, carries -0.228; number 50, H, carries 0.101; number 51, H, carries 0.389; number 52, H, carries 0.044; number 53, C, carries -0.607; number 54, S, carries 0.616; number 55, O, carries -0.621; number 56, C, carries -1.089; number 57, H, carries -0.275; number 58, H, carries 0.388; number 59, H, carries 0.516; number 60, H, carries 0.362; number 61, H, carries 0.347; number 62, H, carries 0.313; number 63, C, carries -0.640; number 64, S, carries 0.453; number 65, O, carries -0.696; number 66, C, carries -0.616; number 67, H, carries 0.511; number 68, H, carries 0.161; number 69, H, carries 0.015; number 70, H, carries 0.473; number 71, H, carries -0.099; number 72, H, carries 0.356; number 73, C, carries -0.796; number 74, S, carries 0.717; number 75, O, carries -0.727; number 76, C, carries -0.717; number 77, H, carries 0.521; number 78, H, carries -0.048; number 79, H, carries 0.278; number 80, H, carries 0.393; number 81, H, carries 0.397; number 82, H, carries -0.184; number 83, C, carries -0.236; number 84, S, carries 0.425; number 85, O, carries -0.670; number 86, C, carries 0.015; number 87, H, carries -0.033; number 88, H, carries 0.006; number 89, H, carries 0.250; number 90, H, carries -0.031; number 91, H, carries 0.498; number 92, H, carries -0.452


# 2
ORCA calculation (ωB97M-V with the def2-TZVPD basis set) on the molecule C4H5NO2.

Computed properties:
HOMO   -9.9 eV
Energy relative to the best compared isomer or geometry (same formula, charge and spin)   192.56 kJ/mol
SMILES   C=NCC(=O)C=O
Kohn-Sham gap   9.31 eV
Total charge   0

```
12
C4H5NO2, DFT ωB97M-V with the def2-TZVPD basis set
O -1.1402 -2.2139 -1.0569
C -1.4946 -1.0726 -1.2050
C -0.5710 0.1246 -0.9806
O -0.9703 1.2258 -1.2768
N 0.3286 -0.0584 1.1288
C 0.8518 0.8381 1.8491
C 0.7463 -0.1131 -0.2618
H -2.5132 -0.7807 -1.5289
H 1.6657 1.4895 1.5049
H 0.4791 0.9821 2.8626
H 1.4546 0.6788 -0.5488
H 1.1632 -1.1002 -0.4866
```

Partial atomic charges computed with the Mulliken method, in multiples of e: number 1, O, carries -0.442; number 2, C, carries -0.025; number 3, C, carries 0.459; number 4, O, carries -0.490; number 5, N, carries -0.379; number 6, C, carries -0.303; number 7, C, carries -0.351; number 8, H, carries 0.358; number 9, H, carries 0.219; number 10, H, carries 0.261; number 11, H, carries 0.406; number 12, H, carries 0.286


# 3
ORCA calculation (ωB97M-V with the def2-TZVPD basis set) on the molecule C6H10Br2Si at a distorted geometry.

Computed properties:
HOMO   -9.5 eV
Energy relative to the best compared isomer or geometry (same formula, charge and spin)   0.00 kJ/mol
SMILES   C=C(C)[Si](Br)(Br)C(=C)C
Kohn-Sham gap   9.94 eV
Total charge   0

```
19
C6H10Br2Si, DFT ωB97M-V with the def2-TZVPD basis set
C -2.1720 0.8063 -1.5745
C 0.0470 -0.8596 2.0163
C -1.1442 -0.0290 -1.5510
C 0.8197 0.0453 1.4239
C -0.8763 -1.2853 -2.2358
C 1.9766 0.5567 2.2203
Si 0.5728 0.6982 -0.3259
Br 2.2125 0.9481 -1.7911
Br 0.0250 2.9017 0.0168
H -2.1889 1.5783 -0.8190
H -3.1091 0.4326 -1.9913
H -0.7766 -1.4389 1.4506
H 0.3356 -1.2429 2.9913
H -1.6029 -1.5683 -3.0848
H -0.8750 -2.0394 -1.3442
H 0.1457 -1.4856 -2.6450
H 1.8209 0.1858 3.2538
H 1.9210 1.7067 2.2379
H 2.8681 0.0891 1.7517
```

Partial atomic charges computed with the Mulliken method, in multiples of e: number 1, C, carries -0.814; number 2, C, carries -0.777; number 3, C, carries 0.465; number 4, C, carries 0.525; number 5, C, carries -1.056; number 6, C, carries -1.184; number 7, Si, carries 0.739; number 8, Br, carries -0.278; number 9, Br, carries -0.333; number 10, H, carries 0.199; number 11, H, carries 0.302; number 12, H, carries 0.206; number 13, H, carries 0.273; number 14, H, carries 0.320; number 15, H, carries 0.222; number 16, H, carries 0.263; number 17, H, carries 0.367; number 18, H, carries 0.266; number 19, H, carries 0.293


# 4
ORCA calculation (ωB97M-V with the def2-TZVPD basis set) on the ion C3H5O5S2 with charge -1 at a distorted geometry.

Computed properties:
HOMO   -5.1 eV
Energy relative to the best compared isomer or geometry (same formula, charge and spin)   208.81 kJ/mol
Kohn-Sham gap   8.75 eV
Total charge   -1

```
15
C3H5O5S2, DFT ωB97M-V with the def2-TZVPD basis set
C -0.3735 0.1873 -0.8021
C 2.1340 -0.6222 -0.3621
C 1.0323 0.3264 0.3100
O -1.3691 -1.5713 1.2854
O -2.1172 -1.9077 -0.9295
O -1.7331 2.6032 -0.7641
O -1.0463 1.6772 1.3127
O -2.6093 0.2964 -0.0006
S -1.5155 -0.9603 0.0093
S -1.4305 1.3962 -0.0425
H 1.5401 -1.5744 -0.6295
H 2.9349 -0.9450 0.3297
H 2.7245 -0.3006 -1.1981
H 1.2526 1.4024 0.2779
H 0.5762 -0.0076 1.2036
```

Partial atomic charges computed with the Mulliken method, in multiples of e: number 1, C, carries -0.266; number 2, C, carries -0.902; number 3, C, carries -0.683; number 4, O, carries -0.562; number 5, O, carries -0.693; number 6, O, carries -0.676; number 7, O, carries -0.582; number 8, O, carries -0.292; number 9, S, carries 1.009; number 10, S, carries 0.989; number 11, H, carries 0.191; number 12, H, carries 0.312; number 13, H, carries 0.321; number 14, H, carries 0.364; number 15, H, carries 0.471


# 5
ORCA calculation (ωB97M-V with the def2-TZVPD basis set) on the molecule C3H2N2O at a distorted geometry.

Computed properties:
HOMO (spin up / spin down)   -10.9 / -10.3 eV
Energy relative to the best compared isomer or geometry (same formula, charge and spin)   303.93 kJ/mol
Kohn-Sham gap (spin up / spin down)   9.26 / 7.27 eV
Total charge   0

```
8
C3H2N2O, DFT ωB97M-V with the def2-TZVPD basis set
C -1.2847 -0.0765 -1.0179
C 0.9603 0.3463 -0.2084
C 0.3953 -0.1699 1.1418
N -2.1676 -0.8376 -1.2566
N -0.2281 0.7000 -0.9125
O 2.0355 0.6026 -0.6091
H -0.0936 -1.0903 0.9042
H 0.3829 0.5253 1.9585
```

Partial atomic charges computed with the Mulliken method, in multiples of e: number 1, C, carries 0.586; number 2, C, carries 0.536; number 3, C, carries -0.661; number 4, N, carries -0.422; number 5, N, carries -0.339; number 6, O, carries -0.447; number 7, H, carries 0.422; number 8, H, carries 0.325


# 6
ORCA calculation (ωB97M-V with the def2-TZVPD basis set) on a cluster of 4 separate species, C25H17F24IO5S in total at a distorted geometry.

Computed properties:
HOMO   -9.0 eV
SMILES   O=C1C=CC(=O)c2cc(I)c(S)cc21.FC(F)C(F)(F)COC(F)(F)C(F)F.FC(F)C(F)(F)COC(F)(F)C(F)F.FC(F)C(F)(F)COC(F)(F)C(F)F
Kohn-Sham gap   7.63 eV
Total charge   0

```
73
C25H17F24IO5S, DFT ωB97M-V with the def2-TZVPD basis set
O 5.7008 1.3263 2.0057
C 5.1022 2.2407 1.3775
C 5.8533 3.5495 0.7995
C 5.4148 4.1460 -0.4245
C 4.1785 3.4706 -1.2160
O 4.1220 3.3717 -2.4664
C 3.0234 2.8765 -0.2575
C 1.5128 2.9634 -0.6549
C 0.4800 2.3330 0.3518
I -1.6451 2.4328 -0.1229
C 0.9616 1.6291 1.6679
S -0.3394 0.9141 2.7596
C 2.4670 1.5803 2.0277
C 3.5145 2.2111 1.0850
H 6.7267 4.0261 1.3814
H 5.9018 5.0895 -0.8679
H 1.1882 3.4738 -1.6256
H -0.4501 1.7851 3.8377
H 2.7699 1.0622 3.0067
C 1.6688 8.7473 2.4772
C 1.1955 7.2790 2.4143
C 1.9867 6.2810 3.2608
F 3.2822 6.2016 2.8996
F 1.4760 5.0319 3.1180
F 1.1471 6.8870 1.1183
F -0.0966 7.2614 2.8580
O 2.5172 9.2038 1.4140
C 3.9019 8.9518 1.5367
C 4.4274 8.0116 0.4469
F 3.7927 6.8202 0.4691
F 5.7472 7.7532 0.6255
F 4.1741 8.5180 2.7822
F 4.5100 10.1543 1.4214
H 0.7677 9.3580 2.3733
H 2.0698 9.0140 3.4587
H 1.9377 6.5399 4.3232
H 4.2905 8.4477 -0.5452
C -5.0976 -1.3007 0.3786
C -5.9894 -2.5558 0.2734
C -5.8654 -3.5649 1.4154
F -4.6248 -4.0779 1.5263
F -6.6941 -4.6188 1.2060
F -5.7758 -3.1490 -0.9260
F -7.2839 -2.1196 0.2485
O -3.8694 -1.3102 -0.3624
C -2.7500 -1.9227 0.2455
C -2.2616 -3.1571 -0.5210
F -3.2285 -4.0961 -0.6278
F -1.2205 -3.7429 0.1194
F -3.0251 -2.1795 1.5387
F -1.7750 -0.9870 0.2530
H -5.6701 -0.4867 -0.0747
H -4.9438 -0.9851 1.4140
H -6.1406 -3.1118 2.3730
H -1.9414 -2.8883 -1.5304
C -2.5625 -7.1258 -2.6236
C -2.9971 -8.6048 -2.6921
C -2.1576 -9.5892 -1.8773
F -0.8702 -9.6283 -2.2713
F -2.6369 -10.8507 -2.0219
F -3.0670 -8.9840 -3.9913
F -4.2768 -8.6630 -2.2174
O -1.7530 -6.6380 -3.7037
C -0.3595 -6.8573 -3.6209
C 0.1616 -7.7713 -4.7361
F -0.4402 -8.9801 -4.7152
F 1.4908 -7.9958 -4.5930
F -0.0441 -7.2978 -2.3883
F 0.2154 -5.6379 -3.7378
H -3.4809 -6.5368 -2.6976
H -2.1441 -6.8593 -1.6493
H -2.1871 -9.3435 -0.8112
H -0.0127 -7.3258 -5.7182
```

Partial atomic charges computed with the Mulliken method, in multiples of e: number 1, O, carries -0.537; number 2, C, carries 0.187; number 3, C, carries -0.410; number 4, C, carries -0.262; number 5, C, carries 0.144; number 6, O, carries -0.536; number 7, C, carries 0.504; number 8, C, carries -0.504; number 9, C, carries -0.416; number 10, I, carries 0.086; number 11, C, carries 0.229; number 12, S, carries -0.199; number 13, C, carries -0.500; number 14, C, carries 0.548; number 15, H, carries 0.333; number 16, H, carries 0.405; number 17, H, carries 0.328; number 18, H, carries 0.163; number 19, H, carries 0.353; number 20, C, carries -0.740; number 21, C, carries 0.916; number 22, C, carries 0.100; number 23, F, carries -0.194; number 24, F, carries -0.215; number 25, F, carries -0.248; number 26, F, carries -0.339; number 27, O, carries -0.406; number 28, C, carries 0.746; number 29, C, carries 0.182; number 30, F, carries -0.133; number 31, F, carries -0.280; number 32, F, carries -0.266; number 33, F, carries -0.299; number 34, H, carries 0.403; number 35, H, carries 0.345; number 36, H, carries 0.228; number 37, H, carries 0.229; number 38, C, carries -0.707; number 39, C, carries 0.863; number 40, C, carries 0.106; number 41, F, carries -0.188; number 42, F, carries -0.277; number 43, F, carries -0.255; number 44, F, carries -0.332; number 45, O, carries -0.374; number 46, C, carries 0.684; number 47, C, carries 0.268; number 48, F, carries -0.244; number 49, F, carries -0.270; number 50, F, carries -0.293; number 51, F, carries -0.193; number 52, H, carries 0.420; number 53, H, carries 0.331; number 54, H, carries 0.260; number 55, H, carries 0.260; number 56, C, carries -0.684; number 57, C, carries 0.880; number 58, C, carries 0.113; number 59, F, carries -0.212; number 60, F, carries -0.278; number 61, F, carries -0.283; number 62, F, carries -0.323; number 63, O, carries -0.379; number 64, C, carries 0.760; number 65, C, carries 0.198; number 66, F, carries -0.213; number 67, F, carries -0.256; number 68, F, carries -0.275; number 69, F, carries -0.287; number 70, H, carries 0.390; number 71, H, carries 0.326; number 72, H, carries 0.290; number 73, H, carries 0.230